# 1
{
  "formula": "C23H17ClN2O5S",
  "method": "ωB97M-V with the def2-TZVPD basis set",
  "elements": ["N", "S", "O", "O", "C", "C", "C", "C", "N", "C", "O", "C", "O", "C", "C", "O", "C", "C", "C", "C", "C", "C", "C", "C", "C", "C", "C", "Cl", "C", "C", "C", "C", "H", "H", "H", "H", "H", "H", "H", "H", "H", "H", "H", "H", "H", "H", "H", "H", "H"],
  "xyz": [[6.98088, 0.64256, -0.68760], [6.42313, -0.86104, -1.20907], [6.85389, -1.04833, -2.56360], [6.78298, -1.82952, -0.21395], [4.66663, -0.59147, -1.16862], [4.03455, -0.03105, -2.26009], [2.67451, 0.20673, -2.21900], [1.93742, -0.11813, -1.07531], [0.55650, 0.09283, -1.03278], [-0.17526, 0.84090, -1.91939], [0.24412, 1.50139, -2.83909], [-1.65057, 0.68854, -1.54378], [-2.56220, 1.20641, -2.14719], [-1.67579, -0.20717, -0.40508], [-2.74552, -0.83080, 0.14545], [-2.52623, -1.78177, 1.07808], [-4.13828, -0.56752, -0.23600], [-4.99184, -1.64185, -0.48936], [-6.30915, -1.41579, -0.84094], [-6.79129, -0.11979, -0.92189], [-5.95354, 0.94951, -0.64872], [-4.63178, 0.73252, -0.30851], [-0.25513, -0.46966, 0.03508], [-0.03876, 0.22614, 1.36499], [0.13798, 1.60310, 1.41245], [0.29023, 2.25085, 2.62411], [0.25325, 1.51546, 3.79865], [0.43890, 2.31873, 5.31621], [0.06772, 0.14225, 3.76836], [-0.07609, -0.49642, 2.55042], [2.59603, -0.68888, 0.01846], [3.95770, -0.92031, -0.03231], [7.50437, 1.11599, -1.40582], [7.51105, 0.56773, 0.16508], [4.61431, 0.19892, -3.13918], [2.17934, 0.64680, -3.06776], [-3.36770, -2.15538, 1.37626], [-4.61287, -2.65510, -0.45326], [-6.95797, -2.25184, -1.05458], [-7.82005, 0.05542, -1.19789], [-6.33069, 1.95886, -0.70509], [-3.98245, 1.56274, -0.08483], [-0.06205, -1.54413, 0.13704], [0.16215, 2.17648, 0.49736], [0.43323, 3.31909, 2.65896], [0.03935, -0.41954, 4.68846], [-0.22440, -1.56535, 2.52141], [2.05802, -0.94276, 0.91617], [4.48140, -1.36635, 0.79769]],
  "orbital_gap_ev": 8.214,
  "e_tot_ev": -60702.436,
  "e_lumo_ev": -0.814,
  "smiles": "NS(=O)(=O)c1ccc(N2C(=O)C(=O)/C(=C(/O)c3ccccc3)[C@@H]2c2ccc(Cl)cc2)cc1"
}

***

# 2
{
  "formula": "C23H17N4OTa",
  "method": "ωB97M-V with the def2-TZVPD basis set",
  "elements": ["Ta", "C", "C", "N", "C", "C", "C", "C", "C", "C", "C", "N", "C", "C", "C", "C", "C", "C", "C", "C", "N", "C", "H", "H", "H", "H", "H", "H", "H", "H", "H", "H", "H", "H", "O", "N", "C", "C", "C", "C", "C", "H", "H", "H", "H", "H"],
  "xyz": [[0.73949, -0.09164, 0.52049], [0.40269, 4.12119, 1.76160], [0.82614, 2.94938, 1.16856], [0.18847, 1.77020, 1.35263], [-0.91927, 1.74552, 2.17093], [-1.37714, 2.88914, 2.84104], [-0.69731, 4.09477, 2.60514], [-2.46975, 2.75161, 3.73507], [-3.01194, 1.51619, 3.94785], [-2.54263, 0.37344, 3.25933], [-1.53574, 0.49299, 2.33053], [-0.91676, -0.51243, 1.54127], [-1.37196, -1.86736, 1.51697], [-2.62720, -2.37094, 1.73129], [-2.85088, -3.76897, 1.67695], [-1.84293, -4.64381, 1.39422], [-0.54845, -4.14649, 1.09586], [0.55439, -4.94884, 0.74599], [1.76992, -4.36970, 0.42853], [1.88580, -2.99228, 0.43718], [0.86084, -2.18543, 0.78052], [-0.34554, -2.76064, 1.14390], [0.94250, 5.03844, 1.57642], [1.70159, 2.93712, 0.53216], [-1.03138, 5.00289, 3.09333], [-2.84684, 3.62374, 4.25265], [-3.81980, 1.39190, 4.65556], [-2.98599, -0.58023, 3.50058], [-3.47192, -1.72346, 1.91530], [-3.84990, -4.13544, 1.86866], [-2.01980, -5.71110, 1.37431], [0.44505, -6.02692, 0.72342], [2.62337, -4.97544, 0.16027], [2.81736, -2.51153, 0.16451], [2.23513, 0.44181, -0.59847], [3.22486, 0.82204, -1.44681], [2.90470, 1.04147, -2.73636], [3.89771, 1.42258, -3.60845], [5.19893, 1.57122, -3.13979], [5.48234, 1.33438, -1.79868], [4.46979, 0.95340, -0.94982], [1.86935, 0.89961, -3.00899], [3.64438, 1.59861, -4.64461], [5.98863, 1.87056, -3.81677], [6.48304, 1.44157, -1.40374], [4.59344, 0.74820, 0.10341]],
  "orbital_gap_ev": [6.105, 6.033],
  "s2": 0.77,
  "spin_multiplicity": 2,
  "charge": 3,
  "e_tot_ev": -33659.927,
  "e_lumo_ev": [-10.934, -10.949]
}

***

# 3
{
  "formula": "C23H17NO4OsPSe2",
  "method": "ωB97M-V with the def2-TZVPD basis set",
  "elements": ["Os", "O", "C", "O", "C", "C", "C", "C", "C", "C", "C", "C", "C", "N", "H", "H", "H", "H", "H", "H", "Se", "P", "Se", "C", "C", "C", "C", "C", "C", "C", "C", "C", "C", "C", "C", "H", "H", "H", "H", "H", "H", "H", "H", "H", "H", "O", "C", "O", "H"],
  "xyz": [[-1.10276, 1.06279, 0.54471], [-3.42378, 4.00570, -0.93493], [-2.98727, 2.96365, -0.56426], [-1.86396, 2.82502, 0.15688], [-3.66150, 1.65105, -0.84914], [-4.97216, 1.65583, -1.32550], [-5.60741, 0.46112, -1.47582], [-4.92624, -0.73649, -1.18443], [-5.55439, -1.99691, -1.32825], [-4.87445, -3.14514, -1.06094], [-3.52541, -3.07776, -0.65028], [-2.89544, -1.87558, -0.50067], [-3.58352, -0.67187, -0.74735], [-2.97328, 0.55392, -0.57573], [-5.43729, 2.60911, -1.53040], [-6.63647, 0.41677, -1.81200], [-6.58541, -2.02623, -1.65892], [-5.35818, -4.10644, -1.16960], [-2.97980, -3.99189, -0.45503], [-1.85897, -1.84657, -0.21387], [0.27842, -0.93509, 0.70660], [1.99646, 0.45272, 0.47632], [1.00738, 2.40561, 0.57454], [3.20996, 0.16155, 1.74113], [3.94035, -1.02867, 1.68136], [4.87558, -1.29360, 2.66491], [5.08153, -0.37583, 3.69071], [4.35380, 0.80346, 3.74377], [3.40477, 1.07780, 2.76905], [2.76472, 0.22464, -1.12168], [2.15593, -0.48731, -2.14883], [2.78641, -0.56954, -3.38263], [4.00749, 0.05811, -3.58346], [4.61324, 0.76897, -2.55365], [3.99706, 0.85304, -1.31742], [3.78519, -1.73196, 0.87028], [5.44794, -2.21104, 2.63148], [5.81700, -0.58617, 4.45663], [4.51925, 1.50880, 4.54693], [2.81671, 1.98570, 2.81529], [1.20380, -0.97516, -1.99026], [2.32274, -1.12616, -4.18646], [4.49435, -0.00838, -4.54801], [5.56761, 1.25305, -2.71385], [4.47295, 1.39746, -0.50952], [-2.77153, 0.54667, 2.08095], [-2.04516, 0.91464, 3.04137], [-0.86326, 1.29326, 2.83759], [-2.43301, 0.89335, 4.06240]],
  "orbital_gap_ev": [8.050, 6.704],
  "s2": 6.02,
  "spin_multiplicity": 5,
  "charge": 1,
  "e_tot_ev": -176250.662,
  "e_lumo_ev": [-3.696, -5.440]
}

***

# 4
{
  "formula": "C23H18AlBe2BrCl5F6NO8P",
  "method": "ωB97M-V with the def2-TZVPD basis set",
  "elements": ["O", "C", "O", "C", "C", "O", "C", "F", "F", "C", "C", "C", "C", "C", "C", "F", "F", "F", "C", "O", "H", "H", "H", "H", "H", "H", "H", "Al", "Cl", "N", "C", "C", "C", "C", "C", "H", "H", "H", "H", "H", "F", "C", "C", "C", "C", "C", "C", "H", "H", "H", "H", "H", "O", "P", "O", "O", "O", "Be", "C", "Cl", "Cl", "Cl", "H", "Br", "Cl", "Be"],
  "xyz": [[-5.15005, -1.96922, -0.83580], [-4.91198, -0.74963, -1.32437], [-5.99537, -0.02665, -2.06414], [-5.46083, 1.37031, -2.09214], [-3.87679, 0.96749, -2.44696], [-4.06084, 0.15149, -3.65960], [-3.10260, 2.40907, -2.53879], [-2.62435, 2.55320, -3.94894], [-4.08777, 3.50745, -2.29051], [-1.80432, 2.56822, -1.55066], [-1.91881, 3.67266, -0.32148], [-0.65919, 3.88130, 0.72130], [0.68330, 2.94760, 0.51186], [0.84812, 1.81065, -0.68551], [2.21767, 0.91131, -0.75790], [1.86371, -0.45995, -1.27749], [2.64089, 0.68719, 0.67456], [3.34271, 1.53871, -1.49020], [-0.43158, 1.64149, -1.73249], [-3.65977, 0.07653, -1.29503], [-6.05866, 1.91997, -2.93463], [-5.62102, 1.68410, -0.96597], [-3.13854, -0.16690, -3.93432], [-2.88682, 4.32367, -0.14254], [-0.73389, 4.65890, 1.62154], [1.56820, 3.07482, 1.27393], [-0.39331, 0.86470, -2.62248], [-5.30851, 3.42087, -0.24901], [-3.71594, -1.70699, -4.69698], [-0.24189, 0.22346, 2.79251], [-0.11981, -0.87535, 2.01594], [-1.13388, -1.80006, 1.82428], [-2.34735, -1.58953, 2.47055], [-2.50309, -0.46797, 3.27861], [-1.43214, 0.40200, 3.40562], [0.84677, -0.99713, 1.53579], [-0.98109, -2.66364, 1.18699], [-3.16505, -2.29336, 2.34546], [-3.43602, -0.27577, 3.79626], [-1.50549, 1.29353, 4.02215], [5.22529, 5.33841, -2.69887], [6.14123, 4.36651, -2.80421], [7.32546, 4.61377, -3.48986], [8.28163, 3.60373, -3.59538], [8.03784, 2.35294, -3.02278], [6.84393, 2.11297, -2.34092], [5.89294, 3.12661, -2.22602], [7.49378, 5.58882, -3.93529], [9.21407, 3.78941, -4.12267], [8.78198, 1.56404, -3.10916], [6.65464, 1.13740, -1.89962], [4.96339, 2.96009, -1.69185], [-2.28504, -3.04910, 5.77536], [-1.34210, -4.03367, 5.06430], [-2.09015, -4.71383, 3.90599], [-0.86662, -5.10035, 6.06450], [-0.12630, -3.27160, 4.51185], [1.35807, -2.04293, 4.99333], [-1.02452, -8.27093, 3.78553], [0.62076, -7.79330, 3.33301], [-1.35954, -9.92788, 3.25453], [-1.25714, -8.11952, 5.53550], [-1.72766, -7.60023, 3.28536], [7.35043, 2.76731, -5.61684], [-3.28762, -11.88855, 3.48363], [-0.36336, -4.02864, -0.05880]],
  "orbital_gap_ev": 1.196,
  "charge": 1,
  "e_tot_ev": -207622.148,
  "e_lumo_ev": -7.540
}